Here is a cluster of 2 separate species, C6H15N3O in total at a distorted geometry from OMol25. Energies are from ωB97M-V/def2-TZVPD.

Geometry as ORCA input:
```
! wB97M-V def2-TZVPD RIJCOSX def2/J DEFGRID3
* xyz 0 1
H 1.34 -3.43 -0.36
N 0.82 -2.77 -0.95
C 0.41 -1.72 -0.29
C 1.03 -1.52 1.08
N -1.02 -1.48 -0.57
H 0.40 -0.92 1.74
H 1.20 -2.46 1.59
H 2.03 -1.12 0.93
H -1.33 -0.97 -1.40
H -1.68 -2.20 -0.33
C -1.66 0.95 1.36
C -1.30 0.74 -0.10
O -2.16 0.98 -0.95
N 0.19 0.90 -0.47
C 1.11 1.63 0.40
C 0.41 1.18 -1.88
H -1.94 1.99 1.53
H -2.52 0.31 1.57
H -0.87 0.69 2.06
H 0.84 1.64 1.45
H 2.09 1.14 0.33
H 1.23 2.67 0.07
H 1.40 1.57 -2.10
H 0.28 0.27 -2.46
H -0.30 1.92 -2.27
*
```

Results
**SMILES string**: [H]/N=C(\C)N.CC(=O)N(C)C
**Energy above the lowest of the compared OMol25 structures with the same formula, charge and spin**: 3.304 eV
**Largest force on an atom**: 5.42 eV Å⁻¹
**Calculated total energy**: -12980.36376 eV